Record 1
82
Properties=species:S:1:pos:R:3 method="wB97M-V/def2-TZVPD" total_charge=+3 e_above_lowest_ev=0.000
Ga 0.3884 0.3000 -0.1862
O -1.1134 1.4496 -0.7154
S -2.4322 2.0744 -1.2014
C -3.7191 1.5410 -0.0619
C -3.7400 0.0572 0.2919
C -3.2464 -0.2177 1.7159
C -2.7830 -1.6639 1.9025
S -1.0132 -1.7657 1.6273
O -0.8640 -1.0928 0.2211
C -0.7293 -3.4787 1.3811
C -1.3048 -4.1656 0.3131
C -1.0557 -5.5201 0.1895
C -0.2588 -6.1720 1.1297
C 0.3048 -5.4765 2.1894
C 0.0789 -4.1122 2.3184
C -2.8751 1.2176 -2.6798
C -2.4351 -0.0729 -2.9532
C -2.8463 -0.6777 -4.1290
C -3.6836 0.0002 -5.0103
C -4.1050 1.2913 -4.7306
C -3.6911 1.9151 -3.5614
H -4.6266 1.8749 -0.5728
H -3.6099 2.1839 0.8145
H -3.1414 -0.5033 -0.4244
H -4.7604 -0.3138 0.1912
H -4.0436 -0.0137 2.4310
H -2.4316 0.4671 1.9778
H -3.2823 -2.3576 1.2244
H -2.9120 -2.0314 2.9230
H -1.9360 -3.6533 -0.4037
H -1.4976 -6.0786 -0.6247
H -0.0875 -7.2362 1.0361
H 0.9097 -5.9951 2.9207
H 0.5068 -3.5569 3.1446
H -1.7842 -0.5900 -2.2590
H -2.5236 -1.6835 -4.3642
H -4.0015 -0.4821 -5.9247
H -4.7434 1.8198 -5.4248
H -3.9964 2.9324 -3.3452
C 2.2161 0.7570 -4.0191
C 1.7073 -0.0571 -2.8811
O 1.0476 0.5123 -1.9625
N 1.9108 -1.3602 -2.8776
C 1.3568 -2.2640 -1.8711
C 2.1174 -2.2106 -0.5683
C 3.0100 -3.2106 -0.2284
C 3.7145 -3.1291 0.9651
C 3.4964 -2.0417 1.7951
C 2.5857 -1.0840 1.3944
N 1.9082 -1.1519 0.2408
H 2.4687 1.7561 -3.6750
H 1.4161 0.8464 -4.7582
H 3.0771 0.2959 -4.4991
H 2.4628 -1.7521 -3.6272
H 1.3974 -3.2711 -2.2784
H 0.3038 -2.0238 -1.7139
H 3.1553 -4.0491 -0.8966
H 4.4206 -3.9017 1.2395
H 4.0194 -1.9318 2.7347
H 2.3787 -0.2284 2.0256
C 2.9057 3.6022 3.2189
N 3.2373 3.7477 1.8003
C 2.5105 4.8941 1.2478
N 1.0626 4.7874 1.4399
C 0.7756 4.6249 2.8657
N 1.4645 3.4713 3.4519
C 0.9349 2.2084 2.9883
P 1.1989 2.1054 1.1464
C 3.0079 2.5307 1.0513
C 0.4728 3.7378 0.6382
H 3.2535 4.4907 3.7440
H 3.4252 2.7360 3.6317
H 2.7341 4.9926 0.1851
H 2.8566 5.7930 1.7562
H -0.3002 4.5244 3.0158
H 1.1117 5.5201 3.3871
H -0.1331 2.1414 3.2066
H 1.4365 1.3795 3.4925
H 3.2862 2.6703 0.0045
H 3.6145 1.7185 1.4573
H -0.6080 3.7094 0.7848
H 0.6672 3.9005 -0.4236

Record 2
84
Properties=species:S:1:pos:R:3 method="wB97M-V/def2-TZVPD" total_charge=-1 e_above_lowest_ev=0.350 multiplicity=3
Ti 0.9178 -0.2913 -0.1087
O 1.2578 -2.2721 -2.9136
C 2.6294 -2.5432 -3.0405
C 3.5591 -1.5503 -2.3479
N 3.3756 -1.4066 -0.9011
C 4.2999 -0.4181 -0.3589
C 3.7057 0.9714 -0.1370
O 4.4460 1.9403 -0.0893
O 2.4280 1.0022 0.0069
C 3.3653 -2.6599 -0.1598
C 2.0188 -2.9912 0.4893
O 1.9613 -3.8652 1.3314
O 1.0084 -2.3171 0.0287
H 1.0017 -2.3543 -1.9815
H 2.8554 -2.4882 -4.1098
H 2.8586 -3.5722 -2.7336
H 3.4197 -0.5637 -2.7960
H 4.5971 -1.8605 -2.5715
H 5.1899 -0.3031 -0.9894
H 4.6552 -0.7442 0.6215
H 4.1247 -2.6667 0.6238
H 3.6055 -3.5124 -0.8029
N -2.5241 -0.9093 -2.8194
C -3.6094 -1.4495 -2.1318
C -4.9160 -1.2262 -2.5514
C -5.9704 -1.8344 -1.8874
C -5.7313 -2.6438 -0.7845
C -4.4285 -2.8356 -0.3457
C -3.3621 -2.2592 -1.0244
S -1.6990 -2.5640 -0.5775
N -1.0096 -1.0292 -0.9803
C -1.3333 -0.5605 -2.1842
C -0.4498 0.3347 -2.8213
C -0.6809 0.9241 -4.0939
C 0.2515 1.7493 -4.6489
C 1.4355 2.0258 -3.9325
C 1.5912 1.4386 -2.6984
N 0.7095 0.6029 -2.1301
H -2.7651 -0.3573 -3.6229
H -5.1033 -0.5822 -3.4030
H -6.9835 -1.6632 -2.2284
H -6.5531 -3.1109 -0.2582
H -4.2254 -3.4365 0.5318
H -1.5841 0.7070 -4.6487
H 0.0786 2.1874 -5.6238
H 2.1963 2.6936 -4.3078
H 2.4601 1.6718 -2.1004
C -2.0479 0.8108 4.0090
Si -1.5812 0.0809 2.3251
C -1.1572 -1.6894 2.8014
C -3.1465 0.2072 1.2821
C -0.1228 0.9373 1.5225
C 0.9962 0.6715 2.4584
C 1.3492 1.4510 3.5733
C 2.3849 1.0424 4.3846
C 3.0644 -0.1390 4.0957
C 2.6763 -0.8468 2.9758
N 1.6852 -0.4505 2.1799
Si -0.4291 2.7240 1.0636
C 1.1327 3.7688 1.0834
C -1.1968 2.8456 -0.6538
C -1.6296 3.6970 2.1662
H -2.8987 0.2312 4.3808
H -2.3475 1.8554 3.9828
H -1.2411 0.6981 4.7351
H -2.0821 -2.2463 2.9799
H -0.6029 -1.6611 3.7450
H -0.5598 -2.2450 2.0836
H -3.7893 -0.6631 1.4184
H -2.9260 0.2809 0.2198
H -3.7211 1.0884 1.5787
H 0.7932 2.3543 3.7850
H 2.6641 1.6319 5.2506
H 3.8717 -0.5008 4.7161
H 3.1619 -1.7799 2.7097
H 1.9750 3.2769 0.5997
H 1.4339 4.0406 2.0966
H 0.9193 4.6995 0.5485
H -0.4488 2.7848 -1.4442
H -1.7067 3.8089 -0.7432
H -1.9288 2.0575 -0.8333
H -1.2653 3.8118 3.1886
H -2.6274 3.2599 2.2095
H -1.7262 4.6987 1.7379

Record 3
75
Properties=species:S:1:pos:R:3 method="wB97M-V/def2-TZVPD" total_charge=+1 e_above_lowest_ev=0.000
C 0.1708 0.4635 4.4272
Si -0.8901 0.1188 2.9420
C -0.9200 -1.7099 2.5867
C -2.5821 0.8666 2.9636
O 0.0120 0.7353 1.6377
C 0.3518 1.8612 1.0247
C -0.2789 3.0756 0.9950
C -0.1729 3.7289 -0.2932
O 1.4006 1.7686 0.2075
Si 2.6294 0.5952 0.0283
C 4.1439 1.4406 0.6995
C 2.3079 -1.0178 0.8937
C 2.6534 0.2771 -1.8050
H -0.3837 0.1942 5.3369
H 1.0870 -0.1436 4.3918
H 0.4609 1.5207 4.4972
H -1.3270 -2.2226 3.4686
H -1.5685 -1.9454 1.7317
H 0.0770 -2.1206 2.3806
H -3.0572 0.5783 3.9122
H -2.5789 1.9627 2.8991
H -3.1973 0.4698 2.1432
H -0.9082 3.3759 1.8148
H -0.9505 4.4824 -0.4115
H 0.8011 4.2309 -0.3898
H -0.2408 3.0118 -1.1254
H 5.0344 0.8336 0.4770
H 4.2848 2.4359 0.2565
H 4.0758 1.5593 1.7894
H 3.1729 -1.6605 0.6577
H 2.2467 -0.9363 1.9859
H 1.4094 -1.5239 0.5204
H 3.4729 -0.4217 -2.0287
H 1.7121 -0.1820 -2.1372
H 2.8096 1.1947 -2.3860
C -5.4941 6.1285 6.1278
N -4.3239 6.9400 5.8682
C -4.2026 8.1160 6.7047
C -3.3416 6.5748 4.9876
C -3.6291 5.7565 3.8607
C -2.6667 5.5408 2.8878
C -1.3492 6.0208 3.0589
C -0.3849 5.9807 1.9790
C 1.0532 5.9239 2.1683
C 1.6886 6.4271 0.9807
C 3.0722 6.4878 0.8894
C 3.8360 6.0517 1.9792
C 3.2181 5.5758 3.1489
C 1.8234 5.5246 3.2587
C 0.6419 6.8762 0.0664
C -0.6303 6.6330 0.6982
C -1.8105 7.0462 0.0788
C -1.7282 7.6203 -1.1956
C -0.4852 7.8255 -1.8206
C 0.7103 7.4708 -1.1829
C -1.0323 6.7218 4.2509
C -2.0203 7.0649 5.1546
H -5.6545 5.4013 5.3307
H -5.3963 5.5858 7.0836
H -6.3648 6.7914 6.2073
H -3.8069 8.9662 6.1333
H -5.2047 8.3633 7.0716
H -3.5447 7.9474 7.5705
H -4.6379 5.3757 3.7119
H -2.9252 4.9947 1.9788
H 3.5184 6.8849 -0.0213
H 4.9237 6.1012 1.9280
H 3.8335 5.2506 3.9881
H 1.3294 5.1828 4.1658
H -2.7606 6.9181 0.5942
H -2.6442 7.9128 -1.7098
H -0.4506 8.2822 -2.8118
H 1.6904 7.6421 -1.6259
H -0.0134 7.0700 4.4050
H -1.7822 7.7108 6.0025

Record 4
84
Properties=species:S:1:pos:R:3 method="wB97M-V/def2-TZVPD" total_charge=+2 multiplicity=6
Fe 1.1463 0.7306 -1.1638
Cl 7.4178 -2.5662 1.1216
C 6.2325 -1.5838 0.4133
C 4.8782 -1.9592 0.5415
C 3.9270 -1.1668 -0.0204
Cl 2.2513 -1.5582 0.1168
C 4.2499 0.0423 -0.7528
O 3.3787 0.7708 -1.2672
C 5.6635 0.3681 -0.8436
Cl 6.0770 1.7906 -1.6847
C 6.6203 -0.4257 -0.2757
H 4.6209 -2.8588 1.0825
H 7.6686 -0.1739 -0.3481
C 3.5620 -2.4544 -5.0319
C 2.3504 -1.6263 -4.7224
C 1.3460 -1.3908 -5.6542
C 0.2424 -0.6389 -5.2993
C 0.1772 -0.1251 -4.0156
Br -1.3809 0.8277 -3.5569
N 1.1379 -0.2994 -3.0994
C 2.1825 -1.0586 -3.4716
H 3.4462 -2.9695 -5.9830
H 3.7277 -3.2086 -4.2628
H 4.4558 -1.8332 -5.0979
H 1.4164 -1.8060 -6.6515
H -0.5650 -0.4607 -5.9929
H 2.9276 -1.2352 -2.7083
N 2.5650 3.8796 1.2131
C 2.5395 3.0459 2.3088
C 2.0146 1.8685 1.8742
N 1.7154 1.9695 0.5386
C 2.0618 3.1898 0.1729
C 1.8838 3.5618 -1.2245
N 1.3351 2.6739 -2.0378
C 1.3514 3.2479 -3.2898
C 1.8994 4.4877 -3.2113
N 2.2351 4.6743 -1.8880
H 2.8856 4.8345 1.2188
H 2.8771 3.3713 3.2756
H 1.8127 0.9755 2.4400
H 0.9489 2.7540 -4.1536
H 2.0673 5.2477 -3.9521
H 2.6676 5.5016 -1.5096
C -3.1635 -3.0255 0.2091
C -2.5210 -2.4660 1.4881
C -1.0817 -2.9989 1.5279
C -3.2798 -3.0582 2.6986
Si -2.6604 -0.5695 1.5827
Br -0.9751 0.1257 0.0316
C -4.2139 0.2064 0.8064
C -4.3391 0.0065 -0.7115
C -5.4499 -0.4482 1.4697
C -4.2996 1.7200 1.0561
C -2.0294 0.2414 3.1868
C -0.8454 -0.5329 3.7862
C -3.1820 0.2260 4.2173
C -1.5719 1.6974 3.0186
H -3.0359 -4.1101 0.2076
H -2.6893 -2.6380 -0.6951
H -4.2319 -2.8300 0.1455
H -1.1233 -4.0888 1.4761
H -0.5388 -2.7363 2.4340
H -0.5041 -2.6561 0.6667
H -3.2741 -4.1470 2.6087
H -4.3238 -2.7486 2.7442
H -2.8104 -2.8136 3.6501
H -4.2966 -1.0324 -1.0306
H -3.5688 0.5577 -1.2519
H -5.3072 0.4051 -1.0219
H -5.5545 -1.5007 1.2118
H -6.3440 0.0614 1.1035
H -5.4560 -0.3611 2.5563
H -3.4444 2.2559 0.6382
H -4.3854 1.9790 2.1103
H -5.1967 2.0972 0.5605
H -1.1025 -1.5446 4.0938
H -0.5014 -0.0031 4.6780
H -0.0030 -0.5954 3.0901
H -3.5714 -0.7727 4.4119
H -4.0142 0.8652 3.9263
H -2.7995 0.6095 5.1665
H -0.7075 1.7802 2.3582
H -1.2729 2.0694 4.0021
H -2.3482 2.3600 2.6445

Record 5
94
Properties=species:S:1:pos:R:3 method="wB97M-V/def2-TZVPD" total_charge=+1 e_above_lowest_ev=4.533
C 4.5063 2.7972 2.1839
C 4.0987 2.7079 0.6629
C 3.9029 4.0033 -0.0092
C 3.5552 4.0077 -1.4311
C 3.4091 2.7356 -2.1111
C 3.6152 1.4294 -1.4560
C 3.4254 0.1704 -2.3600
C 3.9775 -1.1409 -1.7586
C 3.0187 -2.1961 -1.3906
C 1.4822 -2.0652 -1.5409
C 0.7506 -1.6142 -0.1895
C -0.6820 -1.0167 -0.5674
C -1.7855 -1.4246 0.4934
N -3.0754 -0.8905 -0.0071
C -3.9860 -0.5495 1.0511
N -4.8465 -1.3527 1.5555
N -3.9097 0.8452 1.5272
C 3.5314 -3.4727 -0.8524
C 2.6113 -4.6654 -0.4731
O 1.8484 -5.1713 -1.2684
O 2.6585 -5.2343 0.7866
P 2.0320 -6.8532 0.7789
O 2.8591 -7.7957 -0.3399
Br 2.7546 -7.6762 2.7791
C 5.0050 -3.6336 -0.7014
P 5.6395 -5.2695 -0.0463
O 5.4412 -5.2627 1.4457
C 5.8903 -2.5170 -1.0984
C 7.4239 -2.7659 -0.9545
C 7.9512 -2.6539 0.5285
C 7.5463 -1.2984 1.2332
S 7.6345 -1.6378 3.0603
N 5.3476 -1.3479 -1.5963
Br 6.5158 0.0308 -2.1211
C 3.9545 1.4242 -0.0409
H 3.7345 2.3574 2.8615
H 4.6049 3.8831 2.4683
H 5.5275 2.3494 2.3084
H 4.0252 4.9509 0.5727
H 3.4001 4.9562 -2.0003
H 3.1540 2.7519 -3.1987
H 2.3568 0.1279 -2.6724
H 4.0170 0.3615 -3.3057
H 1.1436 -1.3684 -2.3447
H 1.0447 -3.0702 -1.7940
H 1.3602 -0.8982 0.4164
H 0.5365 -2.5589 0.3901
H -0.6074 0.1012 -0.6323
H -1.0247 -1.4595 -1.5432
H -1.5834 -1.0230 1.5166
H -1.9020 -2.5484 0.5479
H -3.5726 -1.5500 -0.6073
H -5.3752 -0.8313 2.2612
H -4.6299 1.4049 1.0640
H -4.0861 0.8586 2.5315
H 3.1829 -7.2833 -1.1019
H 7.0295 -5.4703 -0.2696
H 4.9637 -6.3544 -0.6921
H 7.5830 -3.8354 -1.2711
H 8.0520 -2.1498 -1.6405
H 7.7128 -3.5598 1.1578
H 9.0786 -2.6406 0.4647
H 6.4999 -0.9863 0.9899
H 8.3094 -0.5107 0.9919
H 7.2066 -0.4950 3.6965
H 4.1375 0.4641 0.4957
C -9.4712 3.6601 1.6932
C -9.9333 2.9067 2.9214
O -9.1574 1.7081 3.0947
C -7.9737 1.8600 3.6946
O -7.5321 2.9027 4.0849
C -7.2827 0.5052 3.8501
F -7.3574 -0.2403 2.7290
F -7.8332 -0.2230 4.8350
F -5.9769 0.6247 4.1451
H -9.4961 3.0115 0.8159
H -10.1060 4.5279 1.5089
H -8.4417 4.0030 1.8074
H -10.9698 2.5929 2.7955
H -9.8932 3.5299 3.8166
C -3.5710 2.7420 -4.0837
C -3.6467 4.0784 -3.3743
O -5.0049 4.3967 -3.0309
C -5.4718 3.8381 -1.9096
O -4.8432 3.1069 -1.1974
C -6.9047 4.3009 -1.6429
F -7.6678 4.2738 -2.7490
F -6.9408 5.5652 -1.1834
F -7.5210 3.5381 -0.7304
H -4.2336 2.7309 -4.9515
H -2.5514 2.5394 -4.4150
H -3.8899 1.9299 -3.4279
H -3.3017 4.8696 -4.0405
H -3.0081 4.1010 -2.4892

Number 1: DFT total energy -4728.367836 a.u.. Number 2: DFT total energy -3644.101139 a.u.. Number 3: DFT total energy -1951.238402 a.u.. Number 4: DFT total energy -9598.242075 a.u.. Number 5: DFT total energy -8816.511041 a.u..